1.
Computed, not measured: the molecule C23H29N5O2 in a non-equilibrium geometry, with ωB97M-V/def2-TZVPD.

Each line ends with the natural charge from an NBO analysis.
Element x y z (Å)
1 C -1.8926 -4.3821 -0.8235  -0.64
2 C -1.3036 -3.1143 -0.2994  0.21
3 N -0.0568 -3.1333 0.0246  -0.23
4 N 0.5910 -2.0571 0.4980  -0.23
5 C 1.9912 -2.3676 0.7994  -0.13
6 C 2.3607 -2.0335 2.2431  -0.62
7 C 2.9882 -1.7347 -0.1989  0.67
8 O 3.7144 -2.4381 -0.8739  -0.64
9 N 2.9893 -0.4001 -0.2140  -0.65
10 C 3.8429 0.3835 -1.0844  -0.05
11 C 2.9962 1.4195 -1.8459  -0.41
12 C 3.0157 2.8549 -1.3209  -0.40
13 C 2.7539 3.0015 0.1785  -0.41
14 C 4.0352 2.9358 1.0060  -0.39
15 C 4.6831 1.5561 1.0633  -0.40
16 C 5.0355 0.9517 -0.2964  -0.41
17 C 0.0346 -0.8154 0.7134  0.63
18 O 0.6863 0.1383 1.1254  -0.64
19 C -1.3762 -0.7780 0.3861  0.04
20 N -2.1982 0.2530 0.4933  -0.22
21 N -3.3844 -0.1856 0.0782  -0.16
22 C -4.4652 0.7153 0.0891  0.20
23 C -4.2268 2.0326 -0.2873  -0.22
24 C -5.2634 2.9461 -0.2767  -0.20
25 C -6.5349 2.5527 0.1092  -0.20
26 C -6.7634 1.2462 0.5062  -0.20
27 C -5.7318 0.3237 0.5054  -0.25
28 C -3.3665 -1.4824 -0.3264  0.19
29 C -4.5295 -2.1876 -0.9206  -0.66
30 C -2.0574 -1.9131 -0.1334  -0.14
31 H -2.7715 -4.6615 -0.2456  0.22
32 H -2.1880 -4.2580 -1.8645  0.22
33 H -1.1491 -5.1707 -0.7614  0.24
34 H 2.0675 -3.4487 0.6436  0.25
35 H 1.7328 -2.6002 2.9283  0.21
36 H 2.2302 -0.9752 2.4490  0.23
37 H 3.3995 -2.3037 2.4150  0.22
38 H 2.3146 0.0953 0.3631  0.44
39 H 4.2447 -0.3322 -1.8125  0.23
40 H 3.3277 1.4427 -2.8867  0.21
41 H 1.9638 1.0610 -1.8469  0.21
42 H 3.9737 3.3214 -1.5602  0.19
43 H 2.2494 3.4046 -1.8739  0.21
44 H 2.0427 2.2476 0.5175  0.21
45 H 2.2953 3.9779 0.3554  0.21
46 H 3.8098 3.2474 2.0291  0.20
47 H 4.7534 3.6530 0.5981  0.19
48 H 4.0286 0.8697 1.6019  0.20
49 H 5.6060 1.6416 1.6437  0.21
50 H 5.5542 1.6861 -0.9134  0.20
51 H 5.7244 0.1217 -0.1219  0.22
52 H -3.2273 2.3196 -0.5728  0.24
53 H -5.0788 3.9678 -0.5710  0.22
54 H -7.3446 3.2664 0.1124  0.22
55 H -7.7478 0.9423 0.8287  0.22
56 H -5.9068 -0.6821 0.8530  0.22
57 H -4.1860 -2.8687 -1.6954  0.24
58 H -5.2268 -1.4768 -1.3599  0.24
59 H -5.0591 -2.7763 -0.1702  0.23

Calculated values
total energy = -1318.12341 Eh
spin multiplicity = 1
frontier orbital gap = 8.6850 eV

2.
Computed, not measured: a cluster of 8 separate species, C50H111BF4N6O2 in total in a non-equilibrium geometry, with ωB97M-V/def2-TZVPD.

Each line ends with the Mulliken spin population.
Element x y z (Å)
1 C -2.8010 4.3297 4.6996  0.00
2 C -2.8165 2.9136 4.9981  0.00
3 C -1.6166 2.5383 5.9536  0.00
4 N -1.3222 1.0342 6.2286  0.00
5 C -2.6650 0.4951 6.8510  0.00
6 C -0.9817 0.1602 5.0000  0.01
7 C -0.2649 -1.0634 5.5081  0.00
8 C 0.4377 -0.5537 6.7534  0.00
9 C -0.0944 0.8498 7.0872  0.00
10 H -3.2374 4.5715 3.7305  0.00
11 H -1.8188 4.7676 4.5216  0.00
12 H -3.2930 4.9240 5.4696  0.00
13 H -2.7188 2.4480 4.0174  0.00
14 H -3.7415 2.7231 5.5423  0.00
15 H -1.7973 2.9950 6.9267  0.00
16 H -0.7086 3.0186 5.5887  0.00
17 H -3.3940 0.4385 6.0427  0.00
18 H -2.9442 1.1560 7.6716  0.00
19 H -2.4643 -0.5091 7.2243  0.00
20 H -1.8089 -0.0256 4.3149  0.00
21 H -0.1679 0.6792 4.4936  -0.01
22 H -0.9120 -1.9125 5.7282  0.00
23 H 0.3593 -1.3655 4.6671  0.00
24 H 0.2289 -1.2222 7.5887  0.00
25 H 1.5084 -0.5850 6.5514  0.00
26 H -0.3210 0.9235 8.1508  0.00
27 H 0.4905 1.7273 6.8116  0.00
28 C 5.4960 -1.9253 -4.8957  0.00
29 C 4.2098 -2.8056 -4.8540  0.00
30 C 3.3826 -2.4487 -3.6600  0.00
31 N 2.1295 -3.3046 -3.4108  0.00
32 C 2.6420 -4.8015 -3.2128  0.00
33 C 1.0715 -3.1644 -4.5213  0.00
34 C -0.2323 -2.7038 -3.8214  0.00
35 C 0.3116 -1.8646 -2.6248  0.00
36 C 1.5464 -2.7163 -2.1048  0.00
37 H 6.2351 -2.2107 -4.1471  0.00
38 H 5.2147 -0.8856 -4.7287  0.00
39 H 6.0496 -1.9811 -5.8331  0.00
40 H 4.3695 -3.8795 -4.9513  0.00
41 H 3.5728 -2.5464 -5.6997  0.00
42 H 2.9481 -1.4511 -3.7243  0.00
43 H 4.0860 -2.5037 -2.8291  0.00
44 H 2.8082 -5.2888 -4.1735  0.00
45 H 1.8625 -5.3252 -2.6593  0.00
46 H 3.5594 -4.8353 -2.6252  0.00
47 H 1.0263 -4.0377 -5.1720  0.00
48 H 1.3803 -2.3567 -5.1849  0.00
49 H -0.7942 -3.4703 -3.2879  0.00
50 H -0.8620 -2.1208 -4.4935  0.00
51 H -0.4924 -1.6791 -1.9125  0.00
52 H 0.6919 -0.8951 -2.9465  0.00
53 H 1.1207 -3.5605 -1.5623  0.00
54 H 2.3210 -2.3542 -1.4288  0.00
55 C -0.5142 4.0983 1.5139  0.00
56 C -0.9713 3.4967 0.1653  0.00
57 C -0.0169 3.8105 -1.0182  0.00
58 N -0.4339 3.3771 -2.4449  0.00
59 C -1.0050 1.9072 -2.4506  0.00
60 C 0.7582 3.5761 -3.4383  0.00
61 C 0.1270 4.3518 -4.5556  0.00
62 C -0.9671 5.2073 -3.9594  0.00
63 C -1.6432 4.2315 -3.0112  0.00
64 H -0.9270 3.5576 2.3656  0.00
65 H -0.9111 5.0964 1.6993  0.00
66 H 0.5554 4.1224 1.7226  0.00
67 H -2.0145 3.7793 0.0240  0.00
68 H -1.0204 2.4134 0.2753  0.00
69 H 1.0138 3.5664 -0.7607  0.00
70 H 0.0705 4.8966 -0.9863  0.00
71 H -0.3790 1.1122 -2.0452  0.00
72 H -1.1834 1.6768 -3.5009  0.00
73 H -1.9802 1.9213 -1.9640  0.00
74 H 1.0156 2.5516 -3.7072  0.00
75 H 1.5284 4.1525 -2.9258  0.00
76 H -0.3541 3.7227 -5.3044  0.00
77 H 0.8699 5.0481 -4.9447  0.00
78 H -1.5922 5.6872 -4.7125  0.00
79 H -0.5368 6.0609 -3.4358  0.00
80 H -2.4610 3.7143 -3.5130  0.00
81 H -2.1953 4.6828 -2.1868  0.00
82 C -3.9310 -1.3315 -2.9453  0.00
83 C -4.5143 -1.3688 -1.4695  0.00
84 C -3.7874 -0.2828 -0.5843  0.00
85 N -4.4990 0.0815 0.7759  0.00
86 C -4.3754 -1.1831 1.6932  0.00
87 C -3.9195 1.2384 1.5569  0.00
88 C -5.0848 1.6732 2.4697  0.00
89 C -6.4011 1.4030 1.7269  0.00
90 C -5.9838 0.4745 0.6115  0.00
91 H -3.7431 -0.3009 -3.2464  0.00
92 H -4.4444 -1.9724 -3.6621  0.00
93 H -2.9602 -1.8207 -2.8660  0.00
94 H -4.4451 -2.3940 -1.1057  0.00
95 H -5.5693 -1.0957 -1.4440  0.00
96 H -3.6312 0.6859 -1.0590  0.00
97 H -2.7840 -0.5518 -0.2545  0.00
98 H -4.7767 -0.8774 2.6595  0.00
99 H -3.3103 -1.4137 1.7184  0.00
100 H -4.9401 -1.9592 1.1767  0.00
101 H -2.9436 0.9830 1.9699  0.00
102 H -3.7667 2.0776 0.8783  0.00
103 H -5.1200 1.2142 3.4577  0.00
104 H -4.9278 2.7290 2.6902  0.00
105 H -7.1963 1.0419 2.3790  0.00
106 H -6.7145 2.3409 1.2683  0.00
107 H -6.6576 -0.3820 0.6332  0.00
108 H -6.0922 1.0295 -0.3204  0.00
109 C 2.9792 1.2808 -0.9369  0.00
110 C 4.1902 1.9911 -1.6182  0.00
111 C 4.1807 1.8957 -3.1822  0.00
112 N 5.3931 2.5559 -3.8478  0.00
113 C 6.7960 2.2116 -3.2496  0.00
114 C 5.1120 4.1184 -3.8200  0.00
115 C 4.6270 4.4484 -5.2227  0.00
116 C 4.3299 3.1035 -5.8885  0.00
117 C 5.4285 2.1970 -5.3483  0.00
118 H 3.0096 1.5034 0.1297  0.00
119 H 2.9697 0.1969 -1.0514  0.00
120 H 2.0697 1.8151 -1.2116  0.00
121 H 5.0762 1.5109 -1.2030  0.00
122 H 4.2701 3.0123 -1.2455  0.00
123 H 3.3136 2.4031 -3.6052  0.00
124 H 4.2037 0.8594 -3.5193  0.00
125 H 7.0901 1.1673 -3.3551  0.00
126 H 6.8272 2.6363 -2.2463  0.00
127 H 7.5118 2.7575 -3.8642  0.00
128 H 6.0271 4.5906 -3.4628  0.00
129 H 4.3595 4.3381 -3.0627  0.00
130 H 5.3519 4.9857 -5.8343  0.00
131 H 3.7132 5.0418 -5.2513  0.00
132 H 4.4032 3.2927 -6.9595  0.00
133 H 3.3117 2.7347 -5.7648  0.00
134 H 6.4272 2.5222 -5.6399  0.00
135 H 5.3116 1.1281 -5.5271  0.00
136 C 2.1218 -6.2705 1.1883  0.00
137 C 0.8132 -5.4123 0.9413  0.00
138 C -0.4747 -6.0866 1.4988  0.00
139 N -1.6470 -5.0624 1.6845  0.00
140 C -1.9505 -4.4452 0.2880  0.00
141 C -3.0223 -5.7029 2.2364  0.00
142 C -3.6510 -4.6805 3.0924  0.00
143 C -2.4803 -3.8573 3.6933  0.00
144 C -1.2861 -4.1065 2.8012  0.00
145 H 2.0269 -6.7289 2.1727  0.00
146 H 2.9708 -5.5879 1.1500  0.00
147 H 2.3184 -7.0909 0.4982  0.00
148 H 0.8020 -5.3855 -0.1483  0.00
149 H 0.9582 -4.3899 1.2902  0.00
150 H -0.1902 -6.4760 2.4763  0.00
151 H -0.9120 -6.8582 0.8652  0.00
152 H -0.9820 -4.3141 -0.1947  0.00
153 H -2.6213 -3.6144 0.5069  0.00
154 H -2.3571 -5.2703 -0.2967  0.00
155 H -3.4918 -6.3521 1.4974  0.00
156 H -2.5361 -6.3514 2.9652  0.00
157 H -4.1078 -4.0789 2.3065  0.00
158 H -4.4047 -5.1008 3.7583  0.00
159 H -2.7665 -2.8187 3.8590  0.00
160 H -2.4113 -4.3738 4.6507  0.00
161 H -0.8213 -3.1715 2.4884  0.00
162 H -0.6216 -4.6286 3.4897  0.00
163 B -0.1537 -0.7427 1.0705  -0.01
164 F -0.5593 0.2140 0.0843  0.00
165 F -0.2869 -1.9925 0.6299  0.00
166 F 1.1616 -0.4301 1.2834  0.00
167 F -0.9058 -0.5199 2.2023  0.00
168 C 2.2450 1.4225 3.3090  0.05
169 C 3.0711 1.8037 4.4807  -0.01
170 O 2.7038 2.8249 5.0888  0.88
171 O 4.0346 1.1046 4.6750  0.06
172 H 1.4338 2.1172 3.0909  -0.01
173 H 1.7149 0.4775 3.4271  0.00
174 H 2.8795 1.4413 2.4229  0.02

Calculated values
total energy = -2873.31001 Eh
spin multiplicity = 2
total charge = +5
frontier orbital gap (spin up / spin down) = 9.4484 / 7.0870 eV

3.
Computed, not measured: a structure of composition C21H29BN8O2RuS in a non-equilibrium geometry, with ωB97M-V/def2-TZVPD.

Each line ends with the Mulliken spin population.
Element x y z (Å)
1 Ru 0.5519 -0.1721 1.1004  0.95
2 B 3.3926 -0.1465 3.5843  0.00
3 N 1.8845 -0.1276 4.0026  0.02
4 C 1.5656 -0.1380 5.2966  0.02
5 C 0.1897 -0.1241 5.4318  0.00
6 C -0.2697 -0.1125 4.1298  0.01
7 N 0.7612 -0.1075 3.2595  -0.03
8 N 3.5884 -0.1062 2.0479  0.00
9 C 4.7959 -0.0179 1.4851  0.00
10 C 4.6702 -0.1204 0.1130  0.00
11 C 3.3095 -0.2728 -0.0930  0.00
12 N 2.6634 -0.2695 1.0894  -0.02
13 H 3.8743 -1.1663 4.0156  0.00
14 H 3.9278 0.8194 4.0648  0.00
15 H 2.3448 -0.1478 6.0400  0.00
16 H -0.3885 -0.1194 6.3381  0.00
17 H -1.2922 -0.0834 3.8164  0.00
18 H 5.6683 0.0957 2.1065  0.00
19 H 5.4511 -0.0900 -0.6251  0.00
20 H 2.7787 -0.3792 -1.0190  0.00
21 C -4.3506 -0.2793 -5.7350  0.00
22 C -3.1351 -0.2920 -4.8536  0.00
23 C -2.9303 -1.3103 -3.9255  0.00
24 C -1.8280 -1.3011 -3.0869  0.00
25 C -0.9148 -0.2616 -3.1793  0.01
26 C -1.0747 0.7444 -4.1249  0.00
27 C -2.1815 0.7209 -4.9537  0.00
28 S 0.4256 -0.1446 -2.0519  -0.01
29 O 1.4916 0.5714 -2.6896  0.01
30 O 0.6960 -1.4644 -1.5126  0.02
31 N -0.1421 0.6526 -0.7401  0.04
32 C 0.1830 1.9737 -0.4555  0.00
33 C 0.2994 3.0406 -1.3412  0.00
34 C 0.6460 4.2635 -0.8038  0.00
35 C 0.8748 4.3909 0.5677  0.00
36 C 0.7602 3.2768 1.3651  0.00
37 N 0.4006 2.0883 0.8618  -0.01
38 H -4.9178 -1.2038 -5.6474  0.00
39 H -4.0768 -0.1403 -6.7809  0.00
40 H -5.0071 0.5477 -5.4587  0.00
41 H -3.6355 -2.1304 -3.8721  0.00
42 H -1.6473 -2.1202 -2.4041  0.00
43 H -0.3180 1.5101 -4.2306  0.00
44 H -2.3021 1.4930 -5.7035  0.00
45 H 0.1503 2.8960 -2.3991  0.00
46 H 0.7520 5.1241 -1.4510  0.00
47 H 1.1459 5.3408 1.0035  0.00
48 H 0.9428 3.3138 2.4312  0.00
49 N -1.6436 -0.1110 1.2749  -0.01
50 C -2.4094 -1.1890 0.6215  0.01
51 C -2.0136 -2.5474 1.1839  0.00
52 C -0.6740 -3.0444 0.6665  0.01
53 N 0.4690 -2.3054 1.2448  -0.01
54 H -1.9627 -0.0214 2.2282  0.00
55 H -1.8308 0.7762 0.8160  0.00
56 H -2.2049 -1.1327 -0.4458  0.00
57 H -3.4788 -1.0222 0.7676  0.00
58 H -2.7762 -3.2784 0.9128  0.00
59 H -2.0039 -2.5044 2.2792  0.00
60 H -0.6125 -2.9152 -0.4097  0.00
61 H -0.5584 -4.1079 0.8844  0.00
62 H 1.3192 -2.5568 0.7416  0.00
63 H 0.6065 -2.5540 2.2211  0.00

Calculated values
total energy = -1923.94836 Eh
spin multiplicity = 2
total charge = +1
frontier orbital gap (spin up / spin down) = 8.3632 / 6.9023 eV